# C5H9N2O2

A gas-phase ion, C5H9N2O2 (charge +1) at a distorted geometry (ωB97M-V/def2-TZVPD, the OMol25 dataset).

ORCA input file:
```
! RIJCOSX wB97M-V def2-TZVPD def2/J DEFGRID3
* xyz 1 1
H -1.309 1.248 1.299
H -0.393 -0.065 2.587
C -0.511 0.003 -0.294
H -2.007 1.657 -0.285
H 2.550 -1.102 0.985
C -0.057 0.263 -1.777
C -1.329 -1.131 -0.326
N 0.364 -0.647 2.039
H 0.300 -0.633 -2.226
H -0.999 0.490 -2.365
H -0.363 2.047 -0.085
N 1.983 -0.637 0.220
O 2.457 -0.488 -0.948
H 1.122 -0.883 2.651
H 0.569 1.147 -2.002
C -1.157 1.321 0.224
C 0.669 -0.472 0.697
O -1.887 -2.121 -0.394
*
```

The HOMO energy (alpha / beta) is -0.4571 / -0.4404 Eh. As for the molecular weight: 129.139 g mol⁻¹. Its HOMO-LUMO gap (alpha / beta) is 7.14 / 6.66 eV.